Entry 1:
Computed, not measured: a cluster of 4 separate species, C12H20F4O9P in total at a distorted geometry, with wB97M-V/def2-TZVPD.

The geometry in XYZ format:
```
46
Properties=species:S:1:pos:R:3:nbo_charge:R:1
C -0.079 -1.331 2.213 -0.63
C -1.354 -0.832 1.539 0.21
F -1.667 0.371 2.179 -0.39
C -2.478 -1.854 1.610 -0.77
P -4.303 -1.175 1.710 0.49
H 0.769 -0.767 1.828 0.18
H 0.050 -2.401 2.118 0.21
H -0.155 -1.090 3.267 0.21
H -1.147 -0.634 0.488 0.13
H -2.441 -2.488 0.722 0.19
H -2.331 -2.504 2.470 0.18
H -4.722 -2.473 2.292 -0.21
H -4.615 -1.686 0.345 -0.23
H -3.921 0.085 1.107 -0.18
H -3.994 -0.679 3.074 -0.21
H -5.686 -0.656 1.863 -0.18
C 5.407 -2.112 1.066 -0.13
C 4.168 -1.251 1.112 0.45
O 3.324 -1.977 1.987 -0.48
C 4.126 -2.678 2.837 0.97
O 3.773 -3.187 3.844 -0.55
O 5.404 -2.706 2.366 -0.49
F 3.572 -1.153 -0.099 -0.33
H 5.323 -2.891 0.306 0.19
H 6.318 -1.542 0.900 0.21
H 4.330 -0.248 1.509 0.16
C -4.218 4.228 -0.714 -0.13
C -4.343 2.733 -0.896 0.45
O -5.673 2.490 -0.455 -0.47
C -6.390 3.620 -0.671 0.97
O -7.573 3.695 -0.658 -0.57
O -5.562 4.673 -0.921 -0.50
F -3.465 2.066 -0.130 -0.29
H -3.899 4.477 0.298 0.20
H -3.545 4.693 -1.431 0.19
H -4.244 2.395 -1.930 0.14
C 3.222 0.645 -4.086 -0.13
C 4.532 -0.033 -4.411 0.44
O 5.413 0.527 -3.453 -0.50
C 4.660 0.869 -2.364 0.97
O 5.095 1.123 -1.293 -0.56
O 3.344 0.861 -2.678 -0.47
F 4.973 0.276 -5.656 -0.33
H 3.131 1.604 -4.596 0.20
H 2.353 0.033 -4.309 0.22
H 4.520 -1.118 -4.298 0.15
```

Results
* relative energy (zero: lowest compared OMol25 entry of this formula, charge and spin): 0.000 eV
* charge: -1
* spin multiplicity: 1
* orbital gap: 4.51 eV
* electronic energy: -1887.1315 a.u.
* HOMO: -2.7 eV

***

Entry 2:
Computed, not measured: an isolated molecule of C4H7NO2, with wB97M-V/def2-TZVPD.

The geometry in XYZ format:
```
14
Properties=species:S:1:pos:R:3:nbo_charge:R:1
O 2.923 -0.737 0.133 -0.51
C 2.279 0.268 0.244 0.45
C 0.783 0.305 0.460 -0.52
C 0.009 -0.291 -0.704 -0.50
C -1.508 -0.174 -0.689 0.68
N -2.090 -0.076 0.541 -0.83
O -2.160 -0.161 -1.708 -0.60
H 2.789 1.247 0.141 0.11
H 0.569 -0.229 1.392 0.22
H 0.520 1.344 0.640 0.22
H 0.338 0.151 -1.643 0.24
H 0.224 -1.364 -0.792 0.25
H -1.576 -0.191 1.401 0.39
H -3.099 -0.092 0.584 0.41
```

Results
* relative energy (zero: lowest compared OMol25 entry of this formula, charge and spin): 0.599 eV
* spin multiplicity: 1
* orbital gap: 10.51 eV
* electronic energy: -361.8589 a.u.
* HOMO: -9.9 eV

***

Entry 3:
Computed, not measured: a structure of composition C49H40CrN4O4P2 at a distorted geometry, with wB97M-V/def2-TZVPD.

The geometry in XYZ format:
```
100
Properties=species:S:1:pos:R:3:mulliken_charge:R:1
Cr 0.283 0.327 0.758 0.78
C 1.524 -0.760 -2.085 -1.44
P 1.555 0.869 -1.242 2.92
C 3.269 1.448 -1.215 0.32
C 3.537 2.585 -0.450 -0.33
C 4.809 3.133 -0.422 -0.76
C 5.831 2.547 -1.161 -0.61
C 5.572 1.422 -1.931 -0.77
C 4.294 0.872 -1.962 -0.79
C 0.696 2.008 -2.369 0.23
C 1.324 3.072 -3.009 -0.47
C 0.580 3.948 -3.792 -0.74
C -0.788 3.771 -3.936 -0.67
C -1.418 2.697 -3.318 -0.69
C -0.677 1.824 -2.540 -0.45
C 0.479 -1.613 -1.426 -0.18
C -0.142 -2.749 -1.834 -1.43
C -0.904 -3.250 -0.718 -0.90
C -0.707 -2.408 0.329 -0.29
C -1.172 -2.466 1.756 -0.82
P -1.190 -0.764 2.474 1.81
C -0.102 -0.713 3.938 0.17
C 0.170 0.568 4.431 -0.69
C 0.983 0.738 5.542 -0.86
C 1.548 -0.372 6.161 -0.64
C 1.293 -1.644 5.668 -0.74
C 0.465 -1.818 4.563 -0.49
C -2.858 -0.684 3.219 1.13
C -3.963 -0.814 2.375 -0.38
C -5.240 -0.894 2.903 -0.80
C -5.428 -0.848 4.280 -0.71
C -4.335 -0.710 5.120 -0.74
C -3.050 -0.622 4.595 -0.75
N 0.116 -1.360 -0.095 1.95
H 2.507 -1.218 -1.955 0.52
H 1.347 -0.641 -3.152 0.52
H 2.734 3.059 0.109 0.35
H 5.004 4.022 0.164 0.48
H 6.827 2.972 -1.140 0.42
H 6.361 0.976 -2.524 0.44
H 4.111 0.001 -2.579 0.43
H 2.391 3.226 -2.906 0.37
H 1.076 4.774 -4.289 0.43
H -1.366 4.469 -4.531 0.40
H -2.485 2.545 -3.434 0.48
H -1.168 0.978 -2.076 0.25
H -0.053 -3.209 -2.809 0.58
H -1.509 -4.145 -0.709 0.57
H -0.523 -3.095 2.372 -0.47
H -2.175 -2.881 1.811 0.87
H -0.267 1.439 3.949 0.53
H 1.179 1.734 5.919 0.49
H 2.181 -0.245 7.030 0.40
H 1.732 -2.511 6.147 0.46
H 0.284 -2.822 4.197 0.33
H -3.825 -0.873 1.302 0.57
H -6.093 -0.997 2.242 0.49
H -6.427 -0.925 4.694 0.40
H -4.476 -0.673 6.194 0.43
H -2.208 -0.502 5.263 0.37
C 3.831 0.766 2.879 -1.54
C 2.654 0.860 2.179 -0.43
N 2.030 -0.220 1.678 1.05
C 2.551 -1.435 1.880 -0.31
C 3.742 -1.623 2.579 0.80
C 4.377 -0.489 3.072 -0.77
C 4.389 -2.929 2.833 -0.87
C 4.078 -4.165 2.464 -0.84
C 2.943 -4.715 1.676 0.72
C 3.207 -5.411 0.506 -0.59
C 2.139 -6.028 -0.117 -0.33
N 0.908 -6.001 0.391 -0.54
C 0.761 -5.301 1.510 -0.25
N 1.706 -4.631 2.174 -0.26
H 4.311 1.660 3.252 0.61
H 2.177 1.819 2.013 0.68
H 2.005 -2.264 1.453 0.35
H 5.312 -0.595 3.613 0.45
H 5.303 -2.837 3.410 0.35
H 4.780 -4.937 2.768 0.41
H 4.212 -5.485 0.113 0.48
H 2.271 -6.573 -1.046 0.44
H -0.236 -5.276 1.939 0.61
O -1.081 3.843 1.774 -0.65
C -1.419 2.864 1.171 -0.33
O -0.501 1.910 0.888 -0.60
C -2.815 2.647 0.696 -0.03
C -3.736 3.634 1.016 -0.94
C -5.076 3.542 0.632 -1.03
C -5.438 2.427 -0.077 1.07
O -6.666 2.102 -0.561 -0.50
C -6.541 0.808 -1.165 -0.35
O -5.153 0.441 -1.098 -0.57
C -4.528 1.439 -0.400 0.45
C -3.215 1.508 -0.027 0.16
H -3.388 4.491 1.577 0.54
H -5.796 4.313 0.879 0.48
H -6.856 0.859 -2.203 0.28
H -7.139 0.089 -0.610 0.30
H -2.532 0.711 -0.285 0.24
```

Results
* <S²>: 0.761
* charge: +1
* spin multiplicity: 2
* orbital gap (alpha / beta): 7.07 / 7.49 eV
* electronic energy: -4138.2303 a.u.
* HOMO (alpha / beta): -10.3 / -10.3 eV

***

Entry 4:
Computed, not measured: a cluster of 2 separate species, C35H50N4P in total at a distorted geometry, with wB97M-V/def2-TZVPD.

The geometry in XYZ format:
```
90
Properties=species:S:1:pos:R:3:mulliken_charge:R:1
C 7.459 0.130 5.423 -1.13
N 6.666 1.338 5.335 0.06
C 7.441 2.562 5.301 -1.10
C 5.301 1.321 5.302 1.42
C 4.565 2.442 4.833 -0.79
C 3.182 2.430 4.822 -0.91
C 2.459 1.304 5.288 0.12
C 1.015 1.326 5.382 0.21
C 0.308 2.545 5.484 -0.64
C -1.078 2.661 5.447 -0.14
C -1.787 3.909 5.493 0.68
C -3.212 3.920 5.433 -0.47
C -3.920 5.120 5.481 -0.55
C -3.250 6.352 5.575 -0.44
C -1.847 6.358 5.615 -0.67
C -1.115 5.167 5.575 -0.41
C 0.298 0.047 5.350 0.31
C -0.697 -0.264 6.300 -1.33
C -1.319 -1.503 6.289 -0.46
C -1.090 -2.404 5.215 0.40
N -1.772 -3.597 5.138 0.09
C -2.107 -4.212 3.871 -1.25
C -2.071 -4.409 6.301 -1.05
C -0.159 -2.049 4.210 -0.64
C 0.583 -0.891 4.328 -0.31
C 3.198 0.172 5.728 -0.65
C 4.579 0.182 5.745 -0.86
H 6.860 -0.744 5.152 0.36
H 8.304 0.200 4.725 0.37
H 7.849 -0.008 6.443 0.36
H 6.810 3.430 5.516 0.35
H 8.230 2.513 6.065 0.36
H 7.910 2.695 4.314 0.35
H 5.105 3.307 4.448 0.38
H 2.648 3.284 4.413 0.53
H 0.924 3.450 5.563 0.45
H -1.691 1.761 5.320 0.53
H -3.739 2.964 5.339 0.36
H -5.008 5.102 5.446 0.38
H -3.814 7.283 5.619 0.39
H -1.320 7.309 5.678 0.38
H -0.022 5.200 5.588 0.34
H -0.959 0.475 7.058 0.78
H -2.050 -1.767 7.063 0.71
H -2.108 -3.465 3.071 0.44
H -1.390 -5.007 3.620 0.37
H -3.110 -4.652 3.944 0.36
H -1.527 -4.055 7.187 0.27
H -3.152 -4.399 6.513 0.31
H -1.767 -5.449 6.098 0.39
H -0.008 -2.728 3.364 0.52
H 1.346 -0.663 3.584 0.54
H 2.679 -0.701 6.111 0.50
H 5.124 -0.670 6.149 0.37
C -6.545 -2.352 9.468 -1.77
C -5.585 -1.257 9.899 1.07
C -5.384 -0.278 8.742 -1.43
C -6.192 -0.492 11.075 -1.63
N -4.299 -1.778 10.342 0.19
C -3.652 -2.946 9.753 -0.10
C -2.197 -2.938 10.221 -0.22
N -2.022 -1.757 11.059 0.20
C -0.722 -1.212 11.427 1.14
C 0.322 -2.292 11.657 -1.81
C -0.914 -0.421 12.721 -1.68
C -0.229 -0.253 10.339 -1.40
P -3.245 -0.656 10.938 -0.16
H -2.926 0.371 9.910 -0.09
H -6.768 -3.047 10.287 0.40
H -7.490 -1.862 9.173 0.46
H -6.176 -2.922 8.606 0.32
H -4.812 0.610 9.051 0.42
H -4.854 -0.760 7.907 0.21
H -6.372 0.059 8.399 0.49
H -5.538 0.320 11.429 0.41
H -7.145 -0.058 10.750 0.45
H -6.385 -1.166 11.919 0.37
H -4.159 -3.871 10.078 0.34
H -3.705 -2.949 8.646 0.08
H -1.972 -3.854 10.794 0.21
H -1.508 -2.952 9.354 0.10
H 0.521 -2.885 10.757 0.32
H 1.259 -1.786 11.950 0.46
H 0.034 -2.968 12.473 0.41
H -1.666 0.377 12.617 0.42
H -1.235 -1.084 13.534 0.38
H 0.044 0.033 12.997 0.44
H -0.880 0.630 10.250 0.38
H 0.776 0.094 10.616 0.55
H -0.185 -0.752 9.360 0.16
```

Results
* relative energy (zero: lowest compared OMol25 entry of this formula, charge and spin): 0.774 eV
* charge: +1
* spin multiplicity: 1
* orbital gap: 4.38 eV
* electronic energy: -1923.7690 a.u.
* HOMO: -8.9 eV

***

Entry 5:
Computed, not measured: an isolated molecule of C7H11NO at a distorted geometry, with wB97M-V/def2-TZVPD.

The geometry in XYZ format:
```
20
Properties=species:S:1:pos:R:3:nbo_charge:R:1
C 0.611 1.414 0.052 0.20
C -1.843 -0.068 -0.105 0.25
C 1.388 2.274 -0.699 -0.43
C 0.985 0.091 0.343 0.04
C -2.873 -1.016 -0.658 -0.69
C 0.670 -0.598 1.651 -0.64
C 1.659 -0.869 -0.601 -0.64
N -1.699 1.074 0.322 -0.15
O -0.601 1.843 0.541 -0.35
H 1.176 3.311 -0.635 0.21
H 2.341 1.977 -1.167 0.21
H -2.963 -0.844 -1.657 0.24
H -3.765 -0.939 -0.052 0.23
H -2.575 -1.982 -0.722 0.23
H -0.160 -0.261 2.060 0.21
H 1.454 -0.495 2.310 0.21
H 0.546 -1.737 1.597 0.20
H 2.794 -0.860 -0.328 0.21
H 1.585 -0.502 -1.708 0.21
H 1.271 -1.811 -0.543 0.21
```

Results
* relative energy (zero: lowest compared OMol25 entry of this formula, charge and spin): 7.525 eV
* spin multiplicity: 1
* orbital gap (alpha / beta): 7.27 / 7.64 eV
* electronic energy: -403.0574 a.u.
* HOMO (alpha / beta): -7.2 / -7.4 eV

***

Entry 6:
Computed, not measured: an isolated molecule of C2H3N3S at a distorted geometry, with wB97M-V/def2-TZVPD.

The geometry in XYZ format:
```
9
Properties=species:S:1:pos:R:3:nbo_charge:R:1
C -0.971 0.027 0.174 -0.06
C -0.330 1.130 -0.184 -0.13
N -0.206 -1.097 -0.079 -0.43
N 1.143 0.576 -0.698 -0.31
N 1.046 -0.777 -0.502 -0.12
S 2.157 0.100 0.646 0.17
H -1.948 -0.107 0.596 0.23
H -0.501 2.176 -0.209 0.23
H -0.389 -2.028 0.256 0.41
```

Results
* relative energy (zero: lowest compared OMol25 entry of this formula, charge and spin): 4.198 eV
* spin multiplicity: 1
* orbital gap: 8.64 eV
* electronic energy: -640.3055 a.u.
* HOMO: -8.0 eV

***

Entry 7:
Computed, not measured: a cluster of 2 separate species, C2H5N2O2 in total at a distorted geometry, with wB97M-V/def2-TZVPD.

The geometry in XYZ format:
```
11
Properties=species:S:1:pos:R:3:nbo_charge:R:1
O -2.801 0.682 -0.593 -0.75
C -2.152 0.421 -1.635 0.63
O -0.924 -0.030 -1.695 -0.81
H -2.690 0.619 -2.622 0.02
N 0.490 0.413 0.499 -0.82
C 1.451 -0.311 1.129 0.29
N 1.947 -1.478 0.809 -0.81
H 0.261 1.240 1.019 0.37
H -0.010 0.113 -0.417 0.46
H 1.776 0.168 2.077 0.09
H 2.652 -1.836 1.431 0.32
```

Results
* relative energy (zero: lowest compared OMol25 entry of this formula, charge and spin): 0.531 eV
* charge: -1
* spin multiplicity: 1
* orbital gap: 8.70 eV
* electronic energy: -339.2561 a.u.
* HOMO: -4.7 eV

***

> What is the formula in the third record?

C49H40CrN4O4P2